(w)
The following is a quantum chemistry calculation of an isolated ion of composition C2H7N4O and charge +1, from OMol25.

Last column: Mulliken charge in e.
Atoms and positions in Å:
C (-1.950, 0.077, 0.059)  0.391
C (0.645, -0.246, 1.231)  -0.344
N (-0.971, -0.291, 0.594)  -0.154
N (1.413, 0.099, 0.267)  0.445
N (1.602, -0.665, -0.944)  -0.652
N (-3.029, 0.309, -0.545)  -0.374
O (1.518, 1.484, 0.005)  -0.409
H (0.483, 0.260, 2.165)  0.366
H (0.612, -1.378, 1.478)  0.281
H (2.274, 1.671, -0.619)  0.371
H (2.588, -0.418, -1.090)  0.287
H (1.519, -1.602, -0.782)  0.243
H (-3.705, -0.414, -0.621)  0.261
H (-2.999, 1.114, -1.197)  0.286

The total charge is +1. The SMILES is NN(O)CN=C=[NH2+]. For the HOMO-LUMO gap, the calculation gives 0.3780 Ha. The calculation puts the lowest unoccupied orbital energy at -0.11547 hartree.



(x)
The following is a quantum chemistry calculation of a 2-piece molecular cluster, C2H7N4O overall, from OMol25.

Last column: Mulliken charge in e.
Atoms and positions in Å:
C (1.690, -1.329, 0.089)  0.055
C (-0.149, 0.181, 0.578)  -0.163
N (1.804, 1.235, 0.038)  -0.674
N (0.549, 0.952, -0.288)  0.241
N (-1.382, -0.259, 0.484)  -0.007
N (-2.204, 0.044, -0.707)  -0.614
O (2.554, -0.633, -0.282)  -0.184
H (1.823, -2.327, 0.374)  0.390
H (0.288, 0.093, 1.525)  0.604
H (2.316, 1.713, -0.693)  0.300
H (-1.680, -0.903, 1.110)  0.204
H (-2.871, 0.690, -0.335)  0.277
H (0.096, 1.316, -1.101)  0.269
H (-2.834, -0.773, -0.793)  0.303

The total charge is +1. For the HOMO-LUMO gap (spin up / spin down), the calculation gives 0.3011 / 0.3020 Ha. The calculation puts the lowest unoccupied orbital energy (spin up / spin down) at -0.16879 / -0.17078 hartree.



Stability summary: most stable (w), least stable (x).



(w)
The following is a quantum chemistry calculation of C16H14IrN6O2S as an isolated structure, from OMol25.

Last column: Mulliken charge in e.
Atoms and positions in Å:
Ir (-0.281, -0.847, -0.802)  1.519
C (4.363, -1.917, -0.214)  -0.622
O (3.413, -2.958, 0.069)  -0.437
C (2.145, -2.674, -0.207)  0.769
O (1.807, -1.624, -0.745)  -0.844
N (1.333, -3.676, 0.176)  -0.056
N (-0.027, -3.613, -0.084)  -0.509
H (5.334, -2.355, -0.012)  0.231
H (4.187, -1.066, 0.442)  0.288
H (4.289, -1.609, -1.254)  0.277
H (1.742, -4.450, 0.676)  0.221
H (-0.563, -3.508, 0.767)  0.254
H (-0.334, -4.392, -0.648)  0.231
C (1.837, 3.022, -0.236)  -0.804
C (0.773, 3.889, -0.018)  -0.348
C (-0.520, 3.414, -0.085)  -0.996
C (-0.749, 2.067, -0.365)  0.891
N (0.296, 1.249, -0.576)  -0.229
C (1.548, 1.703, -0.512)  -0.067
C (-2.069, 1.423, -0.430)  1.159
C (-3.258, 2.136, -0.280)  -0.524
C (-4.475, 1.482, -0.331)  -0.790
C (-4.506, 0.108, -0.531)  -0.603
C (-3.326, -0.604, -0.687)  -0.576
C (-2.089, 0.032, -0.643)  -0.576
H (2.863, 3.354, -0.178)  0.406
H (0.956, 4.931, 0.211)  0.430
H (-1.353, 4.077, 0.095)  0.343
H (2.322, 0.965, -0.681)  0.415
H (-3.241, 3.207, -0.124)  0.328
H (-5.396, 2.039, -0.217)  0.394
H (-5.456, -0.411, -0.568)  0.382
H (-3.368, -1.675, -0.848)  0.390
S (-0.865, -1.293, -4.089)  -0.369
C (-0.583, -1.087, -2.576)  0.175
N (2.086, 1.242, 4.367)  -0.541
C (1.156, 0.703, 3.940)  0.486
N (0.055, 0.092, 3.521)  -0.730
C (0.020, -0.420, 2.359)  0.493
N (-0.067, -0.957, 1.319)  -0.460

As for the multiplicity: 2. For the HOMO-LUMO gap (spin up / spin down), the calculation gives 0.2697 / 0.2983 Ha. As for the expectation value of S²: 0.75. The calculation puts the lowest unoccupied orbital energy (spin up / spin down) at 0.00495 / -0.00722 hartree.



(x)
The following is a quantum chemistry calculation of C16H14IrN6O2S as an isolated structure, from OMol25.

Last column: Mulliken charge in e.
Atoms and positions in Å:
Ir (-0.660, -1.309, -0.125)  1.039
C (0.851, 1.747, 2.835)  -0.537
O (-0.206, 0.933, 3.377)  -0.405
C (-0.943, 0.287, 2.487)  0.651
O (-0.845, 0.463, 1.274)  -0.720
N (-1.819, -0.543, 3.085)  0.009
N (-2.558, -1.419, 2.294)  -0.477
H (1.346, 2.181, 3.696)  0.227
H (0.439, 2.521, 2.192)  0.288
H (1.545, 1.127, 2.271)  0.196
H (-1.686, -0.726, 4.069)  0.234
H (-3.534, -1.384, 2.552)  0.241
H (-2.188, -2.360, 2.367)  0.232
C (3.378, 0.305, -1.078)  -0.877
C (3.089, 1.174, -2.121)  -0.342
C (1.779, 1.333, -2.535)  -1.031
C (0.763, 0.625, -1.899)  1.034
N (1.066, -0.213, -0.889)  0.065
C (2.330, -0.376, -0.494)  -0.156
C (-0.669, 0.701, -2.242)  1.151
C (-1.169, 1.597, -3.186)  -0.612
C (-2.524, 1.634, -3.461)  -0.728
C (-3.384, 0.774, -2.787)  -0.624
C (-2.889, -0.117, -1.847)  -0.458
C (-1.528, -0.171, -1.553)  -0.649
H (4.384, 0.148, -0.718)  0.470
H (3.882, 1.722, -2.613)  0.425
H (1.544, 1.997, -3.353)  0.368
H (2.500, -1.071, 0.317)  0.342
H (-0.507, 2.275, -3.711)  0.309
H (-2.908, 2.329, -4.195)  0.395
H (-4.446, 0.800, -2.998)  0.387
H (-3.571, -0.781, -1.331)  0.410
S (-0.996, -4.033, -2.005)  -0.373
C (-0.841, -2.768, -1.126)  0.239
N (4.204, -1.123, 3.070)  -0.570
C (3.180, -1.652, 3.176)  0.579
N (2.012, -2.268, 3.338)  -0.747
C (1.188, -2.195, 2.362)  0.582
N (0.394, -2.165, 1.505)  -0.566

As for the multiplicity: 2. For the HOMO-LUMO gap (spin up / spin down), the calculation gives 0.2870 / 0.2797 Ha. As for the expectation value of S²: 0.75. The calculation puts the lowest unoccupied orbital energy (spin up / spin down) at -0.00020 / -0.02425 hartree.



Stability summary: most stable (x), least stable (w).



(w)
The following is a quantum chemistry calculation of C4H14N2Si as an isolated structure, from OMol25.

Last column: Mulliken charge in e.
Atoms and positions in Å:
C (1.670, -1.154, -0.890)  -1.081
C (1.994, 0.823, 0.423)  -1.023
C (-1.559, -1.696, -0.016)  -1.077
C (-1.266, 0.985, 1.528)  -0.990
N (-1.439, 1.186, -1.793)  -0.763
N (1.048, -0.199, -0.043)  0.240
Si (-0.622, -0.084, 0.121)  0.555
H (1.979, -0.653, -1.804)  0.297
H (2.496, -1.603, -0.309)  0.353
H (1.006, -1.979, -1.103)  0.342
H (1.670, 1.331, 1.314)  0.283
H (2.947, 0.388, 0.957)  0.310
H (2.220, 1.464, -0.421)  0.341
H (-1.006, -2.430, 0.517)  0.360
H (-2.453, -1.394, 0.615)  0.380
H (-1.715, -1.900, -1.018)  0.271
H (-1.531, 2.068, 1.303)  0.290
H (-2.146, 0.241, 1.647)  0.198
H (-0.624, 0.976, 2.377)  0.360
H (-2.057, 1.797, -1.360)  0.177
H (-0.610, 1.833, -2.045)  0.176

For the HOMO-LUMO gap, the calculation gives 0.3145 Ha. The calculation puts the lowest unoccupied orbital energy at 0.02700 hartree.



(x)
The following is a quantum chemistry calculation of a 2-piece molecular cluster, C4H14N2Si overall, from OMol25.

Last column: Mulliken charge in e.
Atoms and positions in Å:
C (-0.388, -3.699, -0.276)  -1.258
C (-0.795, -2.211, 0.044)  -0.511
C (-1.267, -1.386, -1.177)  -0.425
C (-1.558, 0.106, -0.979)  -0.033
N (-1.465, 0.786, 0.088)  -0.729
N (0.902, 3.624, 1.658)  -0.473
Si (2.231, 3.747, 0.526)  0.299
H (0.225, -3.638, -1.083)  0.372
H (0.219, -3.993, 0.658)  0.294
H (-1.279, -4.171, -0.538)  0.375
H (-1.523, -2.237, 0.754)  0.405
H (0.123, -1.645, 0.570)  0.274
H (-0.688, -1.383, -2.009)  0.390
H (-2.333, -1.793, -1.576)  0.238
H (0.599, 2.782, 2.040)  0.220
H (-1.879, 0.442, -1.923)  0.368
H (-1.070, 0.355, 0.875)  0.242
H (1.042, 4.324, 2.370)  0.239
H (1.462, 3.237, -0.854)  -0.085
H (2.673, 5.220, 0.441)  -0.090
H (3.358, 2.933, 0.686)  -0.112

The SMILES is [H]/N=C\CCC.N[SiH3]. For the HOMO-LUMO gap, the calculation gives 0.3812 Ha. The calculation puts the lowest unoccupied orbital energy at 0.03208 hartree.



Stability summary: most stable (w), least stable (x).



(w)
The following is a quantum chemistry calculation of an isolated ion of composition C3H4NO3 and charge -1, from OMol25.

Last column: Mulliken charge in e.
Atoms and positions in Å:
C (-0.130, -0.901, 0.091)  -0.577
C (1.345, -0.856, 0.434)  0.262
C (-0.696, 0.487, 0.396)  -0.019
N (1.616, 0.631, 0.613)  -0.089
O (2.422, 1.148, -0.370)  -0.351
O (0.410, 1.397, 0.422)  -0.271
O (2.269, -1.615, 0.236)  -0.634
H (-0.638, -1.634, 0.566)  0.160
H (-1.467, 0.980, -0.355)  0.112
H (-1.277, 0.628, 1.374)  0.116
H (2.192, 0.656, -1.178)  0.290

The total charge is -1. The SMILES is [O-]C1=CCON1O. For the HOMO-LUMO gap, the calculation gives 0.2642 Ha. The calculation puts the lowest unoccupied orbital energy at 0.16178 hartree.



(x)
The following is a quantum chemistry calculation of an isolated ion of composition C3H4NO3 and charge -1, from OMol25.

Last column: Mulliken charge in e.
Atoms and positions in Å:
C (0.364, 1.768, 0.354)  -0.167
C (0.411, 3.418, 0.645)  0.501
C (-0.390, -0.568, 0.102)  -0.900
N (-0.389, 0.777, 0.822)  0.339
O (-0.223, 3.859, 1.553)  -0.601
O (-1.177, 0.894, 1.831)  -0.672
O (1.087, 3.945, -0.224)  -0.695
H (1.008, 1.564, -0.413)  0.266
H (-0.759, -1.246, 0.912)  0.277
H (0.543, -0.655, -0.296)  0.328
H (-1.127, -0.428, -0.609)  0.324

The total charge is -1. The SMILES is C/[N+]([O-])=C/C(=O)[O-]. For the HOMO-LUMO gap, the calculation gives 0.2945 Ha. The calculation puts the lowest unoccupied orbital energy at 0.13711 hartree.



Stability summary: most stable (x), least stable (w).